This record from the Open Molecules 2025 dataset describes C12H48CsF2NO16S2 as an isolated structure at a distorted geometry. The level of theory is ωB97M-V/def2-TZVPD.

## Properties
HOMO = -9.688 eV
Kohn-Sham gap = 9.35 eV

Element x y z (Å)
Cs  -0.459  0.064  -0.541
N  2.726  1.989  0.295
S  4.031  2.832  0.332
O  5.003  2.533  -0.734
O  4.515  3.327  1.610
F  3.371  4.245  -0.173
S  3.449  0.670  1.207
O  3.376  0.685  2.641
O  4.621  0.048  0.622
F  2.266  -0.310  0.781
C  -0.752  -0.193  4.416
O  -1.612  -1.283  4.099
H  -1.340  0.552  4.951
H  0.100  -0.565  4.985
H  -0.427  0.206  3.455
H  -2.144  -1.546  4.853
C  -3.030  -2.855  -2.807
O  -2.171  -1.702  -2.995
H  -2.461  -3.775  -2.669
H  -3.710  -2.662  -1.977
H  -3.694  -2.965  -3.664
H  -1.690  -1.690  -3.826
C  -2.938  -3.264  1.356
O  -2.112  -2.122  1.479
H  -3.872  -2.852  0.972
H  -2.504  -3.941  0.621
H  -3.098  -3.755  2.316
H  -2.048  -1.845  2.396
C  -2.539  2.616  2.343
O  -3.101  2.962  3.590
H  -1.842  3.353  1.946
H  -1.923  1.723  2.447
H  -3.327  2.478  1.602
H  -2.369  2.897  4.208
C  -4.484  0.447  -0.386
O  -5.834  0.664  0.087
H  -4.019  1.432  -0.426
H  -3.871  0.002  0.397
H  -4.411  -0.220  -1.245
H  -6.324  0.945  -0.689
C  2.924  -3.031  -0.863
O  1.575  -3.358  -0.563
H  3.519  -2.550  -0.087
H  3.515  -3.802  -1.358
H  2.883  -2.354  -1.717
H  1.202  -3.631  -1.405
C  0.385  4.460  -0.676
O  0.637  3.072  -0.983
H  -0.520  4.873  -1.123
H  0.349  4.658  0.395
H  1.217  5.089  -0.990
H  1.320  2.669  -0.442
C  -1.549  2.495  -3.801
O  -1.513  2.415  -2.402
H  -2.578  2.385  -4.145
H  -1.261  3.488  -4.145
H  -1.028  1.669  -4.284
H  -0.708  2.842  -2.100
C  3.258  0.399  -2.803
O  2.019  0.716  -2.162
H  3.225  -0.368  -3.577
H  3.568  1.313  -3.309
H  4.043  0.131  -2.096
H  2.216  1.165  -1.336
C  1.027  3.019  2.906
O  0.620  2.056  1.909
H  0.157  3.194  3.538
H  1.856  2.688  3.532
H  1.226  3.996  2.467
H  1.318  2.039  1.250
C  1.481  -3.635  -4.167
O  0.796  -4.167  -3.042
H  0.894  -3.826  -5.066
H  1.499  -2.554  -4.026
H  2.503  -4.013  -4.198
H  0.573  -5.070  -3.282
C  1.133  -2.850  2.984
O  2.298  -3.401  2.334
H  1.177  -1.762  2.939
H  0.164  -3.128  2.570
H  1.123  -3.051  4.056
H  2.103  -3.399  1.395

Atom charges from the Mulliken analysis, given in e for atoms 1 to 2: number 1, Cs, carries 0.528; number 2, N, carries -0.656